DFT (ωB97M-V with the def2-TZVPD basis set) results for a cluster of 8 separate species, C40H92N12O8 in total at a distorted geometry.

```
! wB97M-V def2-TZVPD RIJCOSX def2/J DEFGRID3
* xyz 0 1
O -1.961 1.142 -1.703
O 2.576 0.735 0.621
O 3.395 3.250 -2.426
O -6.793 -0.590 3.176
O 1.675 4.437 3.331
O 0.087 2.398 -4.765
O 0.474 -4.834 -4.292
O 2.505 -4.855 2.681
N -2.178 2.344 -4.470
N -1.310 3.133 -6.388
N 0.981 5.769 3.305
N -0.598 0.732 0.125
N 4.479 5.093 -3.349
N 2.783 2.983 0.693
N 2.431 4.532 -4.035
N 1.597 -3.802 -4.408
N 1.989 -4.116 1.485
N 0.201 1.342 -1.899
N -5.872 -1.518 2.468
N 3.779 1.691 2.277
C -0.875 1.094 -1.207
C -3.819 -2.805 2.526
C 0.082 -2.757 -6.144
C -4.576 -1.860 0.356
C -3.341 -2.187 1.214
C 0.952 -2.579 -4.927
C -0.397 5.353 3.690
C 0.545 -6.016 1.290
C -1.171 6.653 3.922
C -1.002 4.624 2.513
C 1.826 6.776 3.961
C 0.113 -2.079 -3.773
C 2.986 1.723 1.210
C -1.067 2.648 -5.148
C 1.538 -5.186 0.607
C 3.439 4.153 -3.268
C -4.947 0.533 1.270
C -6.873 -0.864 0.427
C -0.403 4.478 4.978
C 3.184 -5.575 -4.079
C 0.847 7.977 4.265
C 3.793 -3.413 -5.219
C 2.086 -1.978 2.570
C -0.064 -3.427 -0.235
C 2.327 -5.184 -6.384
C 2.095 -1.544 -5.106
C -4.743 -1.835 3.350
C 3.289 -2.119 -5.838
C 0.021 -3.279 2.857
C 2.683 -6.062 0.208
C -5.445 -2.574 4.506
C 0.664 -2.413 0.557
C 1.115 -3.003 1.891
C -5.509 -0.901 1.115
C -0.480 7.631 4.854
C 0.890 -4.510 -0.638
C 2.861 7.191 2.854
C -3.988 -0.658 3.916
C 2.702 -4.516 -5.072
C 2.521 6.290 5.258
H 3.521 6.352 2.656
H 1.805 5.797 5.886
H 4.123 -3.163 -4.195
H -6.035 -3.458 4.264
H 2.337 -6.999 -0.303
H 0.675 -1.878 -2.856
H -0.828 -3.907 2.521
H -0.946 5.140 1.575
H 3.696 -5.159 -3.180
H 3.095 7.029 5.875
H 3.077 -1.965 2.151
H 3.293 3.742 1.091
H -1.320 7.220 2.983
H -1.315 0.647 0.810
H 0.717 8.495 3.307
H -0.253 -2.365 3.424
H 0.425 -3.878 3.683
H -3.336 -1.083 4.689
H 1.741 -4.234 -1.283
H -6.765 -0.433 -0.554
H -2.062 4.421 2.740
H -0.868 -3.867 0.406
H -2.962 -3.089 3.168
H 3.364 -5.568 -0.480
H -4.296 -1.271 -0.539
H -2.753 -2.937 0.685
H 2.523 -1.320 -4.104
H 3.787 0.850 2.876
H -0.527 2.959 -6.988
H -7.260 -1.924 0.411
H -3.302 -0.167 3.234
H -4.512 -3.651 2.314
H -6.129 -1.951 5.067
H -0.588 3.607 2.465
H 4.647 -3.802 -5.791
H 2.302 7.453 1.965
H -0.345 -5.473 1.674
H 3.153 -5.712 -6.832
H 1.359 8.712 4.941
H 1.678 -0.674 -5.579
H 1.704 4.266 2.401
H 0.128 1.468 -2.892
H 2.561 -6.370 -3.689
H 0.152 -6.830 0.641
H 3.307 -4.319 2.848
H -5.053 -2.837 0.226
H -1.446 4.173 5.175
H -0.505 7.278 5.874
H 0.366 0.837 0.349
H -2.183 6.399 4.265
H -0.751 -2.714 -3.556
H 3.421 8.068 3.073
H -4.635 0.072 4.419
H -7.572 -0.255 0.987
H -2.049 2.011 -3.529
H -2.256 3.150 -6.714
H 2.160 -2.147 3.642
H -3.855 0.446 1.385
H 0.069 -1.526 0.846
H -0.501 -3.693 -6.118
H -2.763 -1.266 1.419
H -0.663 -1.946 -6.264
H 5.359 4.758 -2.989
H 0.946 -6.526 2.172
H -5.256 1.118 2.127
H 2.056 -4.417 -7.116
H 1.653 -0.991 2.469
H 0.469 -5.117 -3.362
H -5.135 1.073 0.357
H 1.742 3.840 -4.257
H 2.678 3.108 -0.322
H 1.545 -2.092 -0.031
H 3.967 2.512 2.856
H 0.395 -5.301 -1.196
H -0.277 -1.079 -4.087
H -0.528 -2.978 -1.083
H -4.683 -2.871 5.259
H 2.672 5.153 -4.783
H 1.091 1.077 -1.542
H 3.880 -6.164 -4.712
H 4.665 5.515 -4.230
H 4.156 -1.405 -5.875
H 3.334 5.546 4.981
H 1.549 -5.960 -6.300
H 0.209 3.589 4.876
H -0.071 4.996 5.866
H -1.197 8.509 4.835
H 3.144 -6.313 1.145
H -3.080 2.068 -4.824
H 0.523 -2.719 -7.124
H 3.100 -2.225 -6.933
H -7.553 -1.122 3.300
*
```

As for the SMILES: CC1(C)CCCC(C)(C)N1O.CC1(C)CCCC(C)(C)N1O.CC1(C)CCCC(C)(C)N1O.CC1(C)CCCC(C)(C)N1O.NC(N)=O.NC(N)=O.NC(N)=O.NC(N)=O. The energy relative to the best compared isomer or geometry (same formula, charge and spin) comes out at 1.375 eV. The largest force on an atom is 0.071 Eh/bohr. The lowest unoccupied orbital energy is 0.461 eV.